Density functional theory data (ωB97M-V/def2-TZVPD) for C17H46AsN3OP3S as an isolated structure in a non-equilibrium geometry.

```
72
C17H46AsN3OP3S | OMol25 | ωB97M-V/def2-TZVPD
As 1.58 -1.97 2.06
S 1.97 -3.85 5.35
P -0.59 -2.57 2.87
P 2.77 -3.37 3.62
P 1.82 -0.10 3.58
O 0.76 1.11 3.04
N 1.37 -3.51 0.85
N -0.97 -4.10 3.11
N 1.09 -0.50 5.10
C -0.79 -1.94 -0.89
C -1.56 2.88 0.09
C -1.80 3.44 -2.41
C 4.30 -0.50 1.61
C 5.59 -0.51 0.75
C 3.41 -1.64 1.17
C -2.97 1.74 -4.02
C -2.42 2.78 -1.16
C -2.16 -0.47 -3.08
C 0.73 -0.67 0.73
C -0.89 -2.58 -2.30
C -1.71 2.55 -3.66
C -1.94 -1.97 -3.26
C -2.67 0.25 -4.31
C 0.49 -1.16 -0.70
C -1.58 4.23 0.85
C -2.49 5.32 0.29
H -1.64 -1.30 -0.66
H -1.85 4.06 1.89
H -1.50 -2.05 1.90
H -2.88 -0.33 -2.28
H -3.51 4.96 0.27
H 1.77 -0.61 5.84
H 3.97 -2.57 1.29
H -1.54 3.23 -4.49
H -1.94 0.23 -5.11
H 1.07 1.90 3.51
H -1.10 -3.64 -2.16
H -3.42 3.15 -1.01
H -0.88 -1.84 4.05
H -0.78 3.70 -2.15
H 6.32 0.18 1.16
H -1.24 -0.03 -2.73
H -3.75 1.82 -3.28
H 1.43 0.16 0.65
H -3.39 2.13 -4.94
H -0.15 -4.68 2.94
H -2.30 4.37 -2.65
H 6.00 -1.51 0.65
H -0.56 4.61 0.88
H -2.86 -2.53 -3.17
H -0.82 -2.74 -0.17
H 3.24 -1.52 0.10
H 5.35 -0.17 -0.26
H 3.85 0.47 1.43
H 0.09 -2.52 -2.75
H -0.54 2.63 -0.19
H 1.34 -1.69 -1.13
H 0.39 0.20 5.34
H 0.38 -0.26 -1.32
H -1.57 -2.12 -4.27
H 1.56 -4.39 1.33
H -2.54 1.73 -1.36
H 3.24 -4.56 3.00
H -0.22 -0.30 1.09
H 3.97 -2.67 3.88
H -2.21 5.64 -0.71
H -3.61 -0.22 -4.60
H 2.09 -3.45 0.14
H -2.49 6.15 0.98
H -1.89 2.11 0.78
H 4.63 -0.59 2.63
H -0.83 1.93 -3.62
```

- Molar mass: 508.5 u
- Frontier orbital gap: 6.1 eV
- Charge: -1
- DFT total energy: -124431.4919 eV
- Relative energy (zero: lowest compared OMol25 entry of this formula, charge and spin): 0.0 kcal per mole
- LUMO: 0.0954 Eh

Density functional theory data (ωB97M-V/def2-TZVPD) for a 7-piece molecular cluster, C17H46F6O16PS6 overall in a non-equilibrium geometry.

```
92
C17H46F6O16PS6 | OMol25 | ωB97M-V/def2-TZVPD
S -16.38 5.67 15.33
S -21.83 9.42 7.29
S -24.10 12.39 7.53
S -16.88 6.30 9.37
S -26.34 5.56 12.04
S -21.56 1.86 14.40
P -20.88 7.13 12.25
F -21.53 6.48 13.61
F -21.76 6.10 11.34
F -19.72 6.02 12.41
F -20.15 7.96 11.08
F -20.02 8.13 13.19
F -22.11 8.15 12.29
O -16.63 6.27 11.03
O -16.07 5.23 8.78
O -25.18 11.56 6.97
O -27.63 6.12 12.46
O -15.10 6.61 15.09
O -16.18 4.92 16.60
O -22.79 1.57 15.12
O -22.88 9.29 6.24
O -22.86 12.58 6.76
O -26.04 4.18 13.00
O -21.07 0.92 13.41
O -16.73 4.94 14.09
O -23.68 12.00 9.15
O -16.76 7.63 8.84
O -20.32 2.30 15.41
O -26.14 5.19 10.67
C -25.42 3.03 12.39
C -21.88 3.53 13.71
C -24.97 6.61 12.61
C -21.14 7.70 7.64
C -18.10 1.60 15.09
C -19.09 2.63 14.82
C -24.59 9.93 9.87
C -24.60 14.11 7.81
C -18.66 5.63 9.32
C -14.44 7.16 16.21
C -24.65 11.53 10.02
C -15.88 8.20 12.29
C -26.36 1.86 12.46
C -17.59 7.01 15.55
C -17.10 7.33 11.87
C -20.33 10.15 6.48
C -12.95 6.85 16.01
H -20.46 11.24 6.44
H -19.53 9.75 7.10
H -25.19 3.08 11.33
H -18.56 6.54 15.71
H -24.89 7.52 12.00
H -15.04 7.61 12.66
H -26.57 1.51 13.47
H -12.25 7.60 16.37
H -17.08 1.98 15.13
H -14.77 6.73 17.16
H -22.46 4.11 14.43
H -20.46 7.81 8.49
H -17.59 7.63 14.66
H -22.38 3.33 12.76
H -25.09 14.38 6.88
H -24.54 2.90 13.03
H -18.65 3.49 15.33
H -18.16 1.02 16.01
H -20.90 4.01 13.57
H -18.20 0.84 14.31
H -15.49 8.69 11.40
H -24.45 11.89 11.03
H -19.42 6.33 9.64
H -20.11 9.85 5.46
H -23.72 9.60 10.43
H -12.68 6.88 14.95
H -25.24 13.89 8.66
H -24.09 5.97 12.55
H -17.42 6.82 12.78
H -25.00 7.02 13.62
H -16.12 8.97 13.02
H -19.13 2.94 13.77
H -12.56 5.91 16.41
H -23.63 14.60 7.92
H -25.97 0.96 11.99
H -17.39 7.43 16.54
H -18.78 5.36 8.27
H -14.74 8.20 16.23
H -25.41 9.43 10.38
H -27.29 2.04 11.93
H -24.60 9.62 8.82
H -20.88 7.20 6.70
H -18.68 4.75 9.97
H -21.90 6.95 7.88
H -25.66 11.82 9.73
H -17.84 8.01 11.46
```

- Molar mass: 843.9 u
- Frontier orbital gap: 8.5 eV
- Charge: -1
- DFT total energy: -141743.0221 eV
- Relative energy (zero: lowest compared OMol25 entry of this formula, charge and spin): 3.4 kcal per mole
- LUMO: 0.0703 Eh

Density functional theory data (ωB97M-V/def2-TZVPD) for a 7-piece molecular cluster, C17H46FN2O9Si overall in a non-equilibrium geometry.

```
76
C17H46FN2O9Si | OMol25 | ωB97M-V/def2-TZVPD
Si -0.58 0.67 2.50
F -4.19 -5.29 2.99
O 5.27 -1.59 -0.97
O -1.77 -0.25 3.29
O -6.54 0.37 2.50
O 1.92 -1.62 -5.34
O 3.14 2.34 -7.81
O 2.20 -1.40 -0.84
O 3.20 1.81 -3.50
O 2.65 3.18 2.36
O -7.19 1.52 1.97
N -3.93 -3.08 2.40
N -4.12 -1.17 3.34
C -3.50 -4.47 2.18
C -3.63 -2.37 3.45
C -2.01 -4.61 2.42
C 6.43 -1.65 -0.15
C -4.69 -2.28 1.56
C -5.56 0.03 1.56
C 2.42 4.32 1.53
C 1.84 -1.95 -2.10
C 2.48 1.95 -2.29
C -3.96 -0.07 4.27
C 1.03 0.71 3.45
C -2.47 0.36 4.34
C 2.14 -0.46 -6.15
C -0.23 -0.25 0.90
C 2.07 3.28 -7.88
C -1.15 2.40 2.05
C -4.81 -1.11 2.14
H 2.23 -2.96 -2.20
H 1.77 1.33 2.93
H -5.09 -2.57 0.61
H 0.93 1.00 4.49
H -2.38 1.45 4.38
H 2.40 0.36 -5.48
H -4.93 0.87 1.28
H -4.54 0.77 3.90
H 6.21 -1.15 0.79
H -3.70 -4.67 1.14
H 2.75 5.24 2.03
H -0.35 2.82 1.45
H -4.36 -0.28 5.25
H 3.95 2.82 -8.00
H -7.88 1.71 2.61
H 2.22 -1.33 -2.92
H 1.77 2.79 -2.35
H 6.71 -2.69 0.05
H -1.49 -3.78 1.95
H 1.69 -2.35 -5.93
H 1.15 2.75 -7.66
H 1.41 -0.31 3.43
H 5.47 -2.03 -1.80
H -3.04 -2.75 4.26
H 0.75 -1.98 -2.17
H 3.16 2.11 -1.45
H 0.82 -0.46 0.77
H -6.03 -0.33 0.65
H 3.69 2.62 -3.65
H 7.27 -1.14 -0.63
H 2.00 3.72 -8.88
H -1.77 -4.58 3.48
H 1.35 4.39 1.35
H 2.96 -0.62 -6.84
H 3.60 3.13 2.51
H -1.65 -5.53 1.99
H 3.16 -1.37 -0.80
H 1.92 1.03 -2.12
H -2.09 -0.01 5.29
H -0.81 -1.17 0.87
H -2.08 2.43 1.49
H 1.24 -0.20 -6.70
H 2.93 4.22 0.57
H -1.24 3.03 2.93
H -0.59 0.34 0.06
H 2.20 4.08 -7.14
```

- Molar mass: 469.6 u
- Frontier orbital gap: 9.0 eV
- Charge: +1
- DFT total energy: -50368.3026 eV
- LUMO: -0.0864 Eh